(1)
13 unconnected molecules or ions with the total composition C57H146N6O19 at a distorted geometry, computed with wB97M-V/def2-TZVPD.

The energy above the lowest of the compared OMol25 structures with the same formula, charge and spin is 118.7 kJ/mol. Its frontier orbital gap is 8.670 eV. The calculated total energy comes out at -109309.012 eV.

XYZ file:
```
228
Properties=species:S:1:pos:R:3:forces:R:3
C -2.923 -5.720 -2.074 -0.49 0.10 0.87
C -1.669 -6.540 -2.136 -0.52 -1.34 -0.97
C -1.794 -7.711 -3.172 -0.05 1.15 0.58
O -0.587 -5.755 -2.535 0.51 -0.14 -0.69
H -2.934 -5.117 -1.166 0.23 0.33 0.07
H -3.767 -6.391 -1.911 -0.32 0.07 -0.53
H -3.024 -5.037 -2.918 -0.20 -0.32 -0.20
H -1.573 -7.041 -1.173 0.61 0.20 0.39
H -2.517 -8.458 -2.844 0.07 -0.03 0.11
H -0.807 -8.153 -3.304 -0.13 -0.07 -0.13
H -2.166 -7.284 -4.104 0.22 -0.16 -0.16
H -0.168 -5.268 -1.822 0.14 0.20 0.68
C -1.655 2.344 5.868 0.95 0.28 0.78
C -1.099 2.577 7.289 -2.42 -0.85 0.82
C -2.217 2.137 8.335 0.83 0.73 -0.84
O 0.055 1.805 7.614 0.36 0.02 -0.57
H -1.072 2.903 5.137 -0.07 -0.18 -0.18
H -2.668 2.746 5.889 -0.01 -0.16 -0.26
H -1.658 1.283 5.616 -0.09 0.02 0.00
H -0.919 3.643 7.423 0.20 0.05 0.03
H -3.087 2.790 8.268 0.14 0.33 0.23
H -1.739 2.180 9.314 -0.40 -0.03 0.18
H -2.628 1.144 8.153 0.47 -0.23 -0.12
H 0.600 2.284 8.242 0.00 0.07 0.00
C -3.825 3.066 1.941 0.97 -1.01 0.03
C -2.338 3.240 1.511 -0.56 1.23 -1.40
C -2.119 3.922 0.108 -0.63 -0.23 0.56
O -1.691 3.975 2.531 -0.64 -0.61 0.10
H -4.434 2.584 1.176 0.06 0.33 -0.32
H -4.329 3.943 2.348 0.33 0.23 -0.33
H -3.806 2.317 2.732 -0.05 0.08 0.34
H -1.842 2.280 1.370 -0.21 -0.43 0.40
H -1.063 3.949 -0.161 0.14 -0.11 0.16
H -2.503 4.938 0.017 -0.06 0.11 0.42
H -2.636 3.350 -0.662 0.04 -0.25 -0.05
H -0.796 4.190 2.260 0.42 0.08 -0.06
C -0.496 -1.351 6.391 -1.14 -0.88 -0.52
C 0.927 -1.224 5.857 -0.60 -0.45 1.13
C 1.139 -1.730 4.470 -0.95 -0.10 -0.42
O 1.321 0.109 5.902 1.07 0.43 -0.62
H -0.776 -2.379 6.621 0.38 -0.28 0.12
H -1.254 -1.101 5.648 0.13 0.40 -0.41
H -0.787 -0.779 7.272 0.71 0.22 0.10
H 1.551 -1.877 6.469 0.40 0.21 0.67
H 0.869 -2.786 4.444 0.17 -0.12 -0.18
H 2.165 -1.585 4.132 -0.07 -0.02 -0.03
H 0.432 -1.188 3.842 0.19 0.01 -0.47
H 0.852 0.604 6.578 -0.24 0.32 0.42
C 2.602 -2.669 -2.941 0.49 0.46 0.57
C 3.328 -2.157 -1.657 -0.68 -0.71 0.05
C 3.888 -0.762 -1.768 0.93 0.91 -0.72
O 2.407 -2.065 -0.572 0.34 -1.42 0.38
H 3.249 -2.457 -3.792 -0.14 -0.13 -0.21
H 1.647 -2.156 -3.050 0.17 0.39 -0.16
H 2.342 -3.727 -2.926 0.34 -0.12 0.22
H 4.028 -2.913 -1.303 0.46 0.20 -0.32
H 3.263 -0.129 -2.398 -0.66 0.07 0.31
H 4.848 -0.578 -2.249 0.37 -0.81 -0.08
H 3.998 -0.333 -0.773 -0.23 0.01 -0.02
H 1.776 -1.406 -0.873 -1.25 0.65 -0.06
C 4.429 -0.535 7.447 0.58 -0.68 0.00
C 4.780 0.482 6.380 1.62 0.76 1.38
C 6.260 0.532 6.050 0.25 -0.39 1.20
O 4.211 0.184 5.195 -1.69 -0.43 -2.11
H 4.672 -1.531 7.076 0.27 -0.17 -0.11
H 3.369 -0.608 7.690 -0.06 0.56 0.07
H 5.038 -0.373 8.336 -0.23 0.04 0.19
H 4.564 1.466 6.796 -0.75 0.53 -0.23
H 6.518 -0.502 5.819 0.58 0.11 -0.11
H 6.761 0.891 6.949 0.48 -0.26 0.05
H 6.550 1.207 5.246 -0.44 -0.17 -0.11
H 3.325 -0.141 5.374 -0.60 0.29 -0.21
C 1.786 -4.840 1.651 -1.04 0.02 1.13
C 0.441 -4.781 0.900 1.11 0.03 -0.72
C -0.619 -3.835 1.418 -0.10 0.23 1.04
O 0.786 -4.476 -0.430 -0.65 -0.18 -1.57
H 2.596 -5.126 0.980 -0.17 0.04 0.09
H 1.720 -5.546 2.479 0.14 -0.22 0.01
H 1.976 -3.882 2.135 0.29 0.19 -0.29
H 0.026 -5.782 0.780 -0.17 -0.12 0.46
H -1.027 -4.260 2.335 -0.42 -0.10 -0.03
H -1.409 -3.598 0.705 -0.08 -0.68 -0.10
H -0.279 -2.851 1.739 0.71 0.04 -0.11
H 1.358 -3.708 -0.499 0.43 0.77 0.25
C 7.705 7.843 12.077 -0.94 -0.43 -0.47
O 6.615 7.174 11.372 1.71 1.14 0.75
C 7.010 6.824 10.076 -0.88 -0.81 -1.04
C 5.720 6.320 9.405 0.54 0.33 0.12
N 5.910 6.103 7.971 0.40 -0.51 0.16
C 6.633 4.847 7.702 -1.59 -0.25 -1.23
C 6.583 4.402 6.210 2.20 0.95 0.17
O 5.301 4.350 5.712 -1.65 -0.82 -0.07
C 5.155 3.777 4.410 -0.17 0.83 -0.29
H 7.380 7.998 13.106 0.09 -0.16 -0.10
H 7.940 8.810 11.633 -0.22 0.14 -0.17
H 8.621 7.255 12.022 -0.02 -0.27 0.20
H 7.761 6.034 10.057 0.18 -0.35 0.46
H 7.454 7.584 9.433 -0.18 0.83 0.35
H 4.955 7.061 9.635 -0.02 0.18 -0.48
H 5.425 5.447 9.988 -0.18 -0.55 -0.22
H 5.044 6.097 7.451 -0.15 -0.02 0.15
H 6.099 3.971 8.068 -0.09 -0.07 1.27
H 7.625 4.918 8.148 0.07 -0.30 -0.49
H 7.083 3.436 6.154 0.04 -0.30 0.07
H 7.162 5.073 5.576 0.31 0.32 -0.14
H 5.846 4.257 3.717 0.17 0.16 -0.10
H 4.144 4.003 4.071 -0.02 0.19 0.17
H 5.254 2.702 4.257 0.29 -0.23 0.89
C -2.952 -6.308 -6.751 0.21 0.21 -0.39
O -1.776 -5.559 -6.960 0.80 0.52 0.11
C -0.589 -6.012 -6.338 1.18 -0.05 0.54
C 0.687 -5.309 -6.848 -1.79 0.71 -1.42
N 1.009 -5.552 -8.264 0.87 -0.96 0.10
C 1.383 -6.939 -8.601 -0.53 0.51 0.05
C 1.138 -7.163 -10.070 -0.22 -0.14 -0.84
O -0.260 -7.077 -10.366 -0.24 -1.14 -0.87
C -0.639 -7.313 -11.759 0.08 1.73 0.69
H -3.339 -6.325 -5.732 0.33 0.13 0.34
H -2.793 -7.334 -7.084 -0.22 -0.17 -0.10
H -3.700 -5.792 -7.354 -0.09 -0.34 -0.13
H -0.422 -7.082 -6.467 -0.49 -0.33 0.09
H -0.532 -5.768 -5.277 -0.70 -0.28 0.41
H 1.518 -5.437 -6.154 0.08 -0.43 -0.25
H 0.424 -4.252 -6.813 0.20 0.31 0.15
H 0.189 -5.441 -8.844 -0.46 0.69 0.32
H 0.751 -7.649 -8.067 0.04 -0.34 0.16
H 2.426 -7.173 -8.387 0.09 0.19 0.12
H 1.543 -8.135 -10.353 -0.05 -0.24 -0.09
H 1.632 -6.406 -10.679 0.35 0.18 0.02
H -0.045 -6.666 -12.405 0.25 0.18 -0.02
H -1.656 -6.927 -11.824 -0.03 -0.19 0.06
H -0.615 -8.288 -12.246 0.30 -0.60 0.98
C -1.564 6.691 8.794 -0.39 -0.14 -0.51
O -1.519 6.357 7.388 0.09 0.50 0.85
C -2.621 6.831 6.578 0.88 -0.76 -0.74
C -2.665 5.963 5.250 -0.07 0.78 0.96
N -1.620 6.243 4.245 -0.77 1.21 1.15
C -0.303 6.019 4.781 0.34 -1.42 -0.44
C 0.728 6.200 3.706 0.67 0.17 1.29
O 0.508 5.396 2.559 0.33 1.57 -0.41
C 1.480 5.708 1.581 0.56 -0.96 -1.07
H -2.455 6.234 9.222 -0.20 0.20 0.18
H -1.513 7.753 9.036 -0.49 0.35 -0.54
H -0.714 6.326 9.370 0.26 -0.65 -0.71
H -2.528 7.886 6.320 0.49 0.19 -0.09
H -3.549 6.798 7.149 -0.24 -0.59 -0.03
H -3.655 6.149 4.834 0.04 0.06 -0.31
H -2.645 4.912 5.538 0.03 -0.20 0.26
H -1.690 5.535 3.529 -0.66 0.11 -0.30
H -0.266 4.965 5.058 0.32 -0.41 0.68
H -0.008 6.612 5.647 -0.32 0.12 -0.16
H 1.697 5.909 4.113 0.30 -0.09 0.22
H 0.794 7.283 3.606 -0.09 0.16 -1.33
H 2.438 5.239 1.804 0.24 0.07 0.50
H 1.672 6.754 1.344 -0.44 0.30 0.60
H 1.229 5.251 0.624 -0.56 -0.14 0.10
C -8.885 -3.215 -8.319 1.54 0.13 -1.09
O -7.417 -3.184 -8.340 -1.64 -0.41 0.54
C -6.929 -2.459 -7.212 0.66 0.05 -1.20
C -5.411 -2.478 -7.256 0.64 0.81 0.07
N -4.818 -1.598 -8.302 -0.64 -0.04 1.54
C -3.355 -1.578 -8.318 -0.14 -0.09 -1.53
C -2.772 -0.733 -9.453 -0.20 -0.18 -0.83
O -3.120 -1.223 -10.770 0.27 0.43 0.62
C -2.964 -0.264 -11.822 -0.44 -0.44 0.54
H -9.224 -3.676 -9.247 0.28 -0.34 0.06
H -9.248 -2.191 -8.415 -0.20 0.12 0.69
H -9.268 -3.792 -7.477 0.00 0.32 0.18
H -7.253 -2.864 -6.254 -0.27 -0.21 0.01
H -7.284 -1.435 -7.337 0.01 0.30 0.42
H -5.026 -3.498 -7.285 -0.14 -0.43 -0.43
H -5.083 -2.151 -6.269 0.15 0.46 0.09
H -5.284 -1.823 -9.169 0.65 -0.03 -0.38
H -2.952 -2.588 -8.380 0.26 -0.25 0.07
H -2.887 -1.073 -7.473 -0.57 -0.19 0.69
H -1.686 -0.697 -9.367 0.30 -0.36 0.07
H -3.058 0.306 -9.292 -0.59 0.20 -0.32
H -3.089 -0.784 -12.771 -0.09 -0.09 0.14
H -1.990 0.224 -11.850 0.19 -0.01 0.30
H -3.751 0.483 -11.716 0.03 0.27 -0.15
C 1.791 0.181 -5.427 0.30 0.33 -0.79
O 1.064 0.559 -4.317 -0.93 -0.13 1.75
C 0.066 1.498 -4.648 -0.03 1.78 -0.35
C -0.799 1.991 -3.460 0.66 -1.38 -1.15
N -1.929 1.102 -3.275 -1.43 -0.03 0.70
C -3.101 1.309 -4.195 0.85 -0.55 0.36
C -4.188 0.153 -4.243 1.22 1.13 0.55
O -5.232 0.340 -3.300 -0.25 -0.80 -0.48
C -4.858 0.365 -1.925 -0.08 0.96 -0.78
H 2.570 -0.532 -5.156 -0.35 -0.16 0.02
H 2.280 1.053 -5.860 0.27 0.24 -0.14
H 1.100 -0.171 -6.193 0.16 -0.58 -0.25
H -0.591 1.143 -5.442 -0.02 -0.38 -0.21
H 0.585 2.372 -5.040 0.17 0.29 -0.37
H -1.127 3.023 -3.582 0.07 -0.03 -0.18
H -0.068 1.954 -2.652 -0.48 0.16 0.58
H -1.611 0.147 -3.357 -0.10 -0.15 -0.03
H -2.697 1.435 -5.199 -0.25 0.06 -0.49
H -3.557 2.256 -3.906 -0.31 -0.02 -0.09
H -3.688 -0.814 -4.182 0.21 -0.25 0.75
H -4.605 0.087 -5.248 -0.48 0.63 0.11
H -4.267 -0.500 -1.624 0.13 0.00 -0.01
H -5.766 0.452 -1.328 -0.11 -0.34 -0.18
H -4.337 1.314 -1.797 0.58 -0.22 0.53
C -1.268 -2.454 -4.580 0.62 0.09 1.50
O -1.259 -1.632 -3.420 0.18 0.61 1.30
C -1.056 -2.271 -2.145 0.67 -0.70 0.23
C -0.897 -1.218 -1.009 -0.13 -0.61 -2.32
N 0.346 -0.467 -1.294 -1.54 0.46 1.70
C 0.497 0.759 -0.483 1.35 0.76 -0.58
C 0.892 0.607 0.986 -0.27 -0.01 0.06
O 1.017 1.904 1.576 -0.09 0.71 -0.21
C 1.365 1.914 2.963 0.28 -1.50 0.19
H -1.145 -1.775 -5.423 -0.61 -0.21 -0.14
H -2.178 -3.047 -4.486 0.02 -0.24 -0.96
H -0.370 -3.072 -4.539 -0.07 -0.48 -0.21
H -0.177 -2.913 -2.201 0.28 0.11 -0.11
H -1.843 -2.983 -1.897 -0.56 0.16 -0.13
H -0.904 -1.658 -0.012 0.22 -0.08 -0.31
H -1.829 -0.676 -1.168 0.07 0.96 0.54
H 0.319 -0.148 -2.252 0.07 -0.21 -0.36
H -0.283 1.518 -0.549 -0.68 -0.34 -0.06
H 1.332 1.207 -1.021 0.34 0.54 0.37
H 1.815 0.031 1.053 0.20 -0.01 0.21
H 0.099 0.049 1.483 -0.13 -0.18 0.39
H 0.595 1.451 3.580 -0.20 -0.27 -0.10
H 1.574 2.851 3.479 -0.29 0.70 -1.12
H 2.282 1.340 3.093 0.11 -0.29 0.13
```
Forces are in eV/Å.



(2)
C10H11N3O in the gas phase at a distorted geometry, computed with wB97M-V/def2-TZVPD.

The energy above the lowest of the compared OMol25 structures with the same formula, charge and spin is 779.7 kJ/mol. Its frontier orbital gap is 8.365 eV. The calculated total energy comes out at -17058.249 eV. Its SMILES is CC1=C(O/N=N/Cc2ccccc2)N1.

XYZ file:
```
25
Properties=species:S:1:pos:R:3:forces:R:3
C 1.741 -1.562 3.125 -0.05 0.98 1.98
C 1.577 -0.217 3.547 0.32 -2.00 -0.18
C 1.781 -1.874 1.796 -0.84 1.53 -0.33
C 1.333 0.821 2.645 0.80 -2.88 -0.54
C 1.551 -0.906 0.841 -0.29 2.69 -0.19
C 1.315 0.468 1.300 0.93 -2.47 -0.01
C -2.522 -0.063 -2.639 2.51 0.47 1.11
C -2.203 1.062 -2.096 0.40 -0.56 -0.42
C -2.146 -1.396 -3.217 -1.01 4.43 -1.83
C 1.284 1.453 0.206 3.35 1.59 0.89
N -0.402 2.289 -1.004 2.93 0.58 1.78
N -3.646 0.747 -2.071 -1.19 0.96 0.83
N 0.124 1.296 -0.505 -4.11 -0.45 -3.62
O -1.458 2.193 -1.824 -1.98 -1.21 -0.65
H 1.888 -2.408 3.866 -0.10 1.41 -0.83
H 1.781 -0.103 4.591 -0.37 0.73 0.51
H 1.954 -2.869 1.656 0.48 -2.49 -1.35
H 1.375 1.791 3.011 -0.34 1.81 0.23
H 1.600 -0.982 -0.297 -0.07 -0.51 1.84
H -2.740 -1.202 -4.121 0.83 -0.80 -1.01
H -2.683 -2.162 -2.834 -0.98 -2.68 1.94
H -1.080 -1.452 -3.374 -0.03 -0.34 -0.01
H 1.536 2.467 0.535 -0.68 0.23 0.23
H 2.212 1.252 -0.400 -1.14 -0.16 -0.16
H -4.170 1.359 -2.736 0.63 -0.84 -0.19
```
Forces are in eV/Å.



(3)
A gas-phase ion, C5H9N2 (charge +1) at a distorted geometry, computed with wB97M-V/def2-TZVPD.

As for the total charge: +1. The energy above the lowest of the compared OMol25 structures with the same formula, charge and spin is 428.8 kJ/mol. Its frontier orbital gap is 9.827 eV. The calculated total energy comes out at -8301.288 eV. Its SMILES is CC1=NC=[N+](C)C1.

XYZ file:
```
16
Properties=species:S:1:pos:R:3:forces:R:3
C 1.341 0.551 -0.088 -1.92 -0.51 2.03
C -0.687 -0.141 -0.227 -3.18 -1.38 -0.02
C -0.322 0.109 1.419 2.85 -0.14 -7.42
C -1.123 -0.352 2.551 5.26 2.49 0.28
C 0.745 0.216 -2.428 -1.74 -2.35 -3.39
N 0.953 0.420 1.253 -1.11 0.17 0.86
N 0.546 0.248 -1.057 -2.51 1.13 5.83
H 2.279 0.902 -0.181 3.21 0.98 -0.93
H -0.713 -1.232 -0.312 0.34 -0.29 0.37
H -1.781 0.002 -0.647 2.41 0.88 0.50
H -1.153 -1.350 2.398 -0.33 -3.54 0.13
H -2.012 0.073 2.445 -4.05 1.73 0.29
H -0.481 -0.030 3.394 -0.99 -0.49 0.20
H 1.642 0.627 -2.781 2.08 -0.03 0.45
H 0.653 -0.943 -2.662 0.16 2.62 -0.44
H 0.111 0.898 -3.076 -0.47 -1.25 1.25
```
Forces are in eV/Å.



(4)
A molecular structure, C23H37Cl8F4N3O18 at a distorted geometry, computed with wB97M-V/def2-TZVPD.

Its frontier orbital gap is 8.370 eV. The calculated total energy comes out at -176785.265 eV.

XYZ file:
```
93
Properties=species:S:1:pos:R:3:forces:R:3
C -0.178 -0.286 0.395 5.60 2.42 -0.20
N 1.091 0.464 0.520 -5.09 -0.49 1.66
O 2.097 -0.140 0.527 1.09 4.64 0.52
O 0.996 1.667 0.678 1.34 0.33 1.61
H -0.248 -0.888 1.301 1.12 -0.40 -2.13
H -0.078 -0.873 -0.518 1.05 3.72 3.79
H -0.976 0.455 0.353 5.36 -2.27 0.37
C -0.883 3.181 0.506 0.40 1.29 -0.20
N -1.803 4.087 1.248 0.27 1.55 0.48
O -1.211 4.633 2.201 -2.31 -0.62 -1.36
O -3.014 4.227 0.921 4.89 3.44 0.78
H -0.893 2.187 0.955 0.10 1.62 0.18
H 0.096 3.651 0.599 -0.38 -0.07 0.19
H -1.168 3.130 -0.545 0.50 0.55 0.72
C 3.514 1.730 -0.333 1.97 -0.99 2.34
N 4.687 1.091 0.316 -0.45 2.30 1.17
O 5.359 1.855 1.016 0.07 -1.67 -0.51
O 4.895 -0.068 0.021 1.28 5.72 0.86
H 2.841 2.143 0.418 0.88 0.69 -0.21
H 2.928 0.931 -0.788 1.96 0.45 0.78
H 4.055 2.422 -0.979 -0.21 -0.01 0.71
C -3.833 2.932 -2.023 -2.12 1.84 0.21
C -3.177 2.114 -3.059 -3.28 0.58 0.54
O -2.710 1.074 -2.238 -0.12 0.68 -0.11
C -2.509 1.549 -0.945 -0.71 1.09 -2.14
O -1.915 0.991 -0.096 -7.27 4.98 -4.01
O -3.040 2.761 -0.873 -0.23 -0.69 -0.97
F -2.270 2.850 -3.671 -1.60 0.29 -0.39
H -4.849 2.613 -1.788 -0.07 -0.46 -0.05
H -3.965 3.980 -2.291 0.65 0.05 0.13
H -3.913 1.846 -3.817 0.23 -1.08 0.08
C 4.606 -2.067 0.386 0.07 -1.64 -1.38
C 3.458 -1.696 -0.607 3.12 -0.72 -0.83
O 2.969 -2.953 -0.943 -1.94 1.88 -2.41
C 3.750 -3.913 -0.663 2.14 -3.78 2.36
O 3.485 -5.125 -0.748 1.93 2.94 0.07
O 4.828 -3.397 -0.043 0.96 -2.29 0.32
F 3.997 -1.125 -1.779 -0.75 -0.96 -0.01
H 4.379 -2.056 1.452 -0.27 -0.03 -0.34
H 5.471 -1.423 0.228 0.36 -2.82 0.14
H 2.711 -1.027 -0.181 1.62 -1.94 -2.79
C -3.825 2.508 1.832 -2.77 -1.79 2.36
C -4.774 1.357 2.234 1.05 1.83 0.57
O -3.951 0.242 1.983 -3.04 -2.28 0.30
C -2.726 0.593 2.004 3.04 0.36 -1.03
O -1.764 -0.044 1.662 -6.58 0.68 3.82
O -2.608 1.890 2.162 0.87 1.33 1.03
F -5.828 1.288 1.451 -1.47 -0.30 -1.16
H -3.913 3.365 2.499 -0.51 -0.25 -0.25
H -3.888 2.767 0.775 -0.74 -0.97 0.87
H -5.108 1.444 3.268 0.09 -0.58 0.13
C -3.216 -1.270 -2.568 -2.15 -1.46 -0.43
C -2.739 -1.204 -1.128 0.39 2.89 -2.91
O -1.425 -0.672 -1.402 -5.27 2.46 -3.28
C -1.054 -0.783 -2.725 1.68 0.60 -0.18
O 0.029 -0.394 -3.159 -3.00 -4.73 1.22
O -2.060 -1.276 -3.399 -1.09 -0.18 -0.90
F -2.722 -2.317 -0.467 0.22 -2.21 1.08
H -3.899 -0.453 -2.802 0.51 -0.02 -0.07
H -3.884 -2.107 -2.770 0.75 -0.73 -0.04
H -3.287 -0.449 -0.564 -0.02 -0.70 0.12
Cl 3.830 -1.574 3.661 0.35 -0.18 0.50
C 2.911 -0.280 2.866 -0.09 0.12 1.50
C 3.070 1.029 3.572 0.57 0.94 -0.16
Cl 2.526 0.958 5.305 0.35 0.18 -0.91
H 1.870 -0.579 2.989 0.33 0.10 -0.45
H 3.222 -0.222 1.822 0.27 0.03 1.30
H 2.524 1.820 3.058 -0.75 -0.25 0.15
H 4.076 1.428 3.444 0.35 -0.38 0.86
Cl 1.776 -2.180 1.061 -3.33 -5.72 4.22
C 0.564 -3.284 1.812 0.13 -0.09 1.68
C 0.144 -2.703 3.189 0.05 -0.44 0.58
Cl -0.492 -1.078 2.955 1.21 -2.24 5.03
H 0.894 -4.314 1.952 0.68 0.11 0.07
H -0.295 -3.421 1.157 0.18 1.01 0.49
H 0.851 -2.631 4.015 0.83 -0.29 -0.68
H -0.677 -3.231 3.674 -0.15 -0.41 -0.56
Cl 0.007 -2.127 -1.212 4.54 -12.90 -1.91
C -0.226 -3.927 -1.093 -0.26 -0.54 -0.99
C 1.002 -4.780 -1.415 -1.24 0.92 -0.33
Cl 1.864 -4.237 -2.894 -1.18 -0.61 -0.73
H -1.138 -4.062 -1.676 0.46 -0.30 -0.86
H -0.636 -4.217 -0.126 0.53 0.23 -0.01
H 0.653 -5.790 -1.630 0.31 -0.08 0.35
H 1.700 -4.692 -0.582 -0.62 -0.62 -0.51
Cl -0.128 3.103 -4.301 2.93 0.54 -0.12
C -0.159 1.867 -2.961 0.34 2.36 -1.08
C 0.827 2.055 -1.837 -0.98 0.07 -0.74
Cl 2.531 1.968 -2.338 -3.61 1.51 -5.62
H -0.057 0.925 -3.499 0.45 2.47 -0.15
H -1.200 1.902 -2.641 2.46 0.02 0.38
H 0.609 1.311 -1.070 0.08 0.05 -1.78
H 0.622 2.952 -1.253 0.70 0.34 -0.73
```
Forces are in eV/Å.



no.,highest occupied orbital energy (eV)
1,-8.33
2,-7.76
3,-14.91
4,-9.06